13
Properties=species:S:1:pos:R:3:nbo_charge:R:1 method="wB97M-V/def2-TZVPD" de_lowest_kj_mol=8.99 energy_ev=-43843.754 max_force_ha_per_bohr=0.0273
C -2.051 0.409 0.148 -0.727
C -0.770 -0.365 -0.158 0.568
O -0.676 -1.518 -0.532 -0.512
C 0.608 0.298 0.162 -0.124
Cl 0.680 1.902 -0.650 -0.005
Cl 0.757 0.475 1.949 0.003
C 1.775 -0.664 -0.379 -0.398
Cl 3.379 0.028 0.011 -0.041
H -1.829 0.913 1.067 0.242
H -2.942 -0.230 0.311 0.248
H -2.281 1.163 -0.609 0.255
H 1.673 -1.615 0.157 0.247
H 1.676 -0.796 -1.476 0.244